Record 1
ORCA calculation (ωB97M-V/def2-TZVPD) on the molecule C4H9NO.

Element x y z (Å)
C  -1.057  -0.082  1.017
C  -0.090  -0.232  -0.148
C  -0.890  -0.164  -1.470
N  0.948  0.818  -0.119
C  1.869  0.302  0.815
O  1.660  0.200  1.999
H  -1.820  -0.865  0.954
H  -1.554  0.894  0.991
H  -0.510  -0.156  1.955
H  0.615  -1.149  0.099
H  -0.296  -0.310  -2.380
H  -1.370  0.826  -1.564
H  -1.710  -0.890  -1.472
H  1.385  0.837  -1.039
H  2.819  -0.029  0.361

- Charge: 0
- SMILES: CC(C)NC=O

---

Record 2
ORCA calculation (ωB97M-V/def2-TZVPD) on the molecule C4H9NO.

Element x y z (Å)
C  -0.085  -1.153  2.008
C  -0.095  -1.319  0.483
C  0.277  0.008  -0.175
O  1.321  0.531  0.191
N  -0.437  0.594  -1.186
C  0.152  1.810  -1.731
H  -0.937  -0.559  2.355
H  -0.114  -2.121  2.519
H  0.832  -0.635  2.301
H  0.741  -1.976  0.211
H  -1.011  -1.806  0.130
H  -1.399  0.375  -1.398
H  0.085  2.647  -1.026
H  1.214  1.618  -1.894
H  -0.315  2.087  -2.678

- Charge: 0
- SMILES: CCC(=O)NC

---

Record 3
ORCA calculation (ωB97M-V/def2-TZVPD) on a cluster of 2 separate species, C4H9NO in total.

Element x y z (Å)
C  -2.237  1.249  -0.746
C  -1.902  -0.050  -0.597
C  -0.650  -0.540  -1.170
C  -0.090  -1.717  -0.784
N  0.981  -2.280  -1.433
H  -3.272  1.564  -0.776
H  -1.477  1.952  -1.068
H  -2.499  -0.686  0.044
H  0.042  0.249  -1.459
H  -0.744  -2.411  -0.251
H  1.489  -2.959  -0.932
H  1.308  -1.966  -2.333
O  2.842  2.780  4.082
H  3.159  2.934  3.170
H  3.051  1.881  4.252

- Charge: 0
- SMILES: C=C/C=C/N.O

---

Record 4
ORCA calculation (ωB97M-V/def2-TZVPD) on the molecule C4H9NO.

Element x y z (Å)
C  2.490  -0.905  0.393
C  1.106  -0.328  0.716
C  0.288  -0.211  -0.572
C  -1.112  0.349  -0.403
N  -1.572  0.642  0.844
O  -1.747  0.704  -1.377
H  3.207  -0.761  1.206
H  2.401  -1.965  0.218
H  2.901  -0.398  -0.482
H  1.232  0.657  1.159
H  0.566  -0.963  1.422
H  0.177  -1.201  -1.024
H  0.752  0.367  -1.360
H  -1.404  0.261  1.757
H  -2.481  1.092  0.821

- Charge: 0
- SMILES: CCCC(N)=O

---

Molar mass across the listed records, respectively: 87.12, 87.12, 87.12, 87.12 g mol⁻¹.
Relative energy (zero: lowest compared OMol25 entry of this formula, charge and spin) across the listed records, respectively: 146.7, 44.5, 273.1, 30.8 kJ/mol.
Largest force on an atom across the listed records, respectively: 2.77, 0.40, 2.90, 1.67 eV Å⁻¹.